(1)
Entry from the OMol25 dataset: C23H44GeN7O5PtSe as an isolated structure (wB97M-V/def2-TZVPD).

Atoms and positions in Å:
Pt  -0.309  0.266  0.806
C  3.339  -0.164  0.235
C  2.725  1.191  0.509
C  2.382  1.947  -0.758
C  3.593  2.036  1.431
O  1.468  0.992  1.307
Ge  1.294  1.024  3.352
O  -0.106  2.041  3.004
C  -0.502  3.252  3.754
C  0.131  3.266  5.136
C  -2.009  3.280  3.826
C  -0.009  4.448  2.952
O  -0.039  -0.450  2.512
C  -0.950  -1.297  3.401
C  -1.415  -2.473  2.565
C  -0.053  -1.754  4.539
C  -2.085  -0.432  3.911
H  4.364  -0.037  -0.116
H  2.791  -0.676  -0.562
H  3.373  -0.785  1.130
H  3.200  1.835  -1.472
H  2.263  3.013  -0.566
H  1.485  1.560  -1.243
H  4.479  2.354  0.877
H  3.946  1.482  2.302
H  3.070  2.938  1.752
H  -0.182  2.397  5.723
H  -0.184  4.158  5.675
H  1.222  3.288  5.085
H  -2.403  2.458  4.422
H  -2.433  3.227  2.818
H  -2.346  4.207  4.286
H  1.074  4.413  2.823
H  -0.257  5.369  3.478
H  -0.495  4.470  1.973
H  -0.571  -3.091  2.259
H  -1.982  -2.167  1.687
H  -2.066  -3.099  3.177
H  0.815  -2.308  4.184
H  -0.637  -2.415  5.181
H  0.282  -0.926  5.164
H  -2.659  0.024  3.107
H  -1.719  0.361  4.555
H  -2.747  -1.067  4.501
N  0.700  -2.709  -0.416
C  0.278  -2.667  -1.706
C  1.322  -2.844  -2.821
C  0.952  -4.002  -3.765
C  -0.176  -3.793  -4.775
N  0.070  -2.747  -5.764
C  0.569  -2.950  -6.997
N  0.571  -1.949  -7.870
N  1.080  -4.122  -7.351
C  -0.434  -0.956  -2.044
O  -0.988  -1.019  -3.087
O  -0.172  -0.041  -1.228
H  1.677  -2.536  -0.216
H  0.260  -3.351  0.231
H  -0.643  -3.233  -1.834
H  2.251  -3.128  -2.322
H  1.533  -1.925  -3.367
H  0.698  -4.874  -3.155
H  1.865  -4.275  -4.301
H  -1.131  -3.577  -4.295
H  -0.341  -4.730  -5.308
H  -0.284  -1.825  -5.566
H  0.104  -1.079  -7.676
H  0.937  -2.068  -8.803
H  1.094  -4.914  -6.733
H  1.402  -4.281  -8.294
Se  -4.196  -0.500  0.399
N  -4.689  1.018  -0.309
C  -3.655  1.844  -0.412
C  -3.532  3.158  -0.964
C  -2.281  3.718  -0.980
C  -1.127  3.064  -0.462
N  -1.245  1.880  0.105
C  -2.472  1.286  0.091
N  -2.464  0.057  0.574
H  -4.394  3.676  -1.367
H  -2.127  4.704  -1.400
H  -0.151  3.531  -0.490

Summary:
Electronic energy   -170300.44341 eV
Relative energy (zero: lowest compared OMol25 entry of this formula, charge and spin)   8.686 eV
Molecular weight   845.30 g mol⁻¹
Largest force on an atom   1.18 eV/A
Orbital gap (spin up / spin down)   5.397 / 5.356 eV
Total charge   +4
Multiplicity   2

=====

(2)
Entry from the OMol25 dataset: a 2-piece molecular cluster, C4H14NO2Si overall (wB97M-V/def2-TZVPD).

Atoms and positions in Å:
C  0.717  2.430  -0.017
C  -2.198  -1.517  0.245
C  1.724  1.256  -0.271
C  -0.786  -1.407  0.756
N  -0.840  -0.550  2.113
O  2.215  -1.355  -1.487
O  0.355  0.058  -2.857
Si  1.351  -0.079  -1.608
H  0.174  2.220  0.973
H  1.238  3.382  0.079
H  0.058  2.464  -0.865
H  -2.916  -1.633  1.053
H  -2.561  -0.665  -0.360
H  -2.388  -2.365  -0.502
H  1.980  0.665  0.514
H  2.601  1.877  -0.697
H  -0.439  -2.406  1.014
H  0.127  -0.292  2.328
H  -1.379  0.211  1.801
H  -1.228  -0.923  2.944
H  2.659  -1.979  -2.110
H  -0.463  0.607  -3.046

Summary:
Electronic energy   -17830.20349 eV
Relative energy (zero: lowest compared OMol25 entry of this formula, charge and spin)   4.138 eV
Molecular weight   136.25 g mol⁻¹
Largest force on an atom   5.43 eV/A
Orbital gap   7.315 eV
Total charge   +1
Multiplicity   1

=====

(3)
Entry from the OMol25 dataset: one molecule with the formula C20H29N5OS (wB97M-V/def2-TZVPD).

Atoms and positions in Å:
C  3.555  1.562  0.994
C  2.368  1.387  1.937
C  2.058  2.705  2.642
C  2.660  0.292  2.968
C  2.661  -1.106  2.411
C  3.383  -2.156  3.223
C  4.842  -2.437  2.801
C  4.941  -2.972  1.374
C  5.728  -1.204  2.957
N  1.975  -1.299  1.361
N  1.822  -2.510  0.792
C  0.995  -2.761  -0.267
O  0.813  -3.914  -0.612
C  0.354  -1.601  -0.934
C  1.015  -0.396  -1.148
C  0.371  0.638  -1.798
C  -0.934  0.487  -2.254
C  -1.634  1.618  -2.930
S  -2.496  2.682  -1.703
C  -4.003  1.832  -1.613
N  -4.386  0.814  -2.340
N  -5.627  0.486  -1.950
C  -5.982  1.298  -1.004
N  -4.986  2.189  -0.734
C  -4.952  3.260  0.217
C  -1.590  -0.723  -2.053
C  -0.947  -1.760  -1.406
H  3.320  2.284  0.215
H  3.808  0.617  0.520
H  4.426  1.921  1.539
H  1.496  1.079  1.355
H  1.860  3.487  1.913
H  2.901  3.018  3.256
H  1.184  2.606  3.282
H  3.613  0.493  3.458
H  1.888  0.322  3.746
H  3.389  -1.830  4.266
H  2.827  -3.099  3.181
H  5.218  -3.212  3.481
H  4.401  -3.910  1.264
H  5.983  -3.158  1.121
H  4.545  -2.252  0.661
H  6.767  -1.469  2.774
H  5.656  -0.798  3.964
H  5.445  -0.435  2.243
H  2.222  -3.344  1.223
H  2.032  -0.271  -0.818
H  0.887  1.575  -1.958
H  -2.410  1.274  -3.611
H  -0.937  2.286  -3.435
H  -6.923  1.283  -0.494
H  -4.958  4.224  -0.297
H  -5.823  3.190  0.866
H  -4.041  3.193  0.815
H  -2.604  -0.840  -2.406
H  -1.444  -2.706  -1.256

Summary:
Electronic energy   -41543.64145 eV
Relative energy (zero: lowest compared OMol25 entry of this formula, charge and spin)   2.128 eV
SMILES   CC(C)CC(CC(C)C)=NNC(=O)c1ccc(CSc2nncn2C)cc1
Molecular weight   387.55 g mol⁻¹
Largest force on an atom   1.26 eV/A
Orbital gap   8.930 eV
Multiplicity   1

=====

(4)
Entry from the OMol25 dataset: C30H27BF10NPbSSb2 as an isolated structure (wB97M-V/def2-TZVPD).

Atoms and positions in Å:
Pb  2.255  2.239  0.219
S  -1.518  4.261  -1.783
C  -1.727  4.460  -0.097
C  -0.741  3.856  0.624
C  0.225  3.203  -0.199
C  -0.084  3.345  -1.528
C  0.702  2.764  -2.627
C  0.335  2.811  -3.965
C  1.126  2.161  -4.896
C  2.257  1.477  -4.481
C  2.573  1.488  -3.133
N  1.819  2.127  -2.241
H  -2.575  5.010  0.275
H  -0.708  3.861  1.701
H  -0.559  3.338  -4.269
H  0.854  2.179  -5.942
H  2.890  0.942  -5.173
H  3.445  0.977  -2.747
F  4.398  -1.420  0.237
B  3.894  -0.680  -0.783
F  4.474  0.579  -0.896
F  2.453  -0.421  -0.477
F  3.896  -1.325  -1.996
C  -1.922  -2.965  0.875
C  -0.661  -2.951  1.693
C  -0.409  -3.985  2.590
C  0.739  -4.008  3.367
C  1.675  -2.991  3.262
C  1.449  -1.947  2.379
C  0.288  -1.933  1.613
Sb  -0.010  -0.337  0.295
C  -1.909  0.490  0.788
C  -2.647  1.091  -0.235
C  -3.911  1.598  -0.007
C  -4.445  1.536  1.271
C  -3.702  0.979  2.291
C  -2.423  0.455  2.092
C  -1.749  -0.121  3.307
C  -0.066  -1.175  -1.650
C  -0.682  -0.428  -2.659
C  -0.800  -0.915  -3.948
C  -0.287  -2.166  -4.245
C  0.371  -2.882  -3.265
C  0.530  -2.409  -1.961
C  1.339  -3.278  -1.037
H  -2.417  -3.930  0.969
H  -1.729  -2.797  -0.188
H  -2.625  -2.195  1.202
H  -1.127  -4.790  2.674
H  0.904  -4.827  4.053
H  2.576  -3.004  3.857
H  2.183  -1.160  2.288
H  -2.247  1.180  -1.229
H  -4.463  2.053  -0.818
H  -5.428  1.937  1.475
H  -4.107  0.949  3.295
H  -1.814  0.595  4.125
H  -0.700  -0.355  3.173
H  -2.262  -1.035  3.612
H  -1.039  0.570  -2.469
H  -1.279  -0.316  -4.711
H  -0.371  -2.571  -5.244
H  0.816  -3.838  -3.513
H  2.196  -3.663  -1.588
H  0.747  -4.127  -0.688
H  1.731  -2.762  -0.170
F  1.061  1.066  2.412
Sb  1.439  2.192  3.973
F  2.030  3.446  2.664
F  3.154  1.438  3.960
F  -0.308  2.874  3.774
F  0.802  0.833  5.091
F  1.827  3.350  5.381

Summary:
Electronic energy   -90056.97965 eV
Relative energy (zero: lowest compared OMol25 entry of this formula, charge and spin)   0.261 eV
Molecular weight   1085.13 g mol⁻¹
Largest force on an atom   0.67 eV/A
Orbital gap (spin up / spin down)   7.916 / 5.747 eV
Multiplicity   2

=====

(5)
Entry from the OMol25 dataset: C4H6O7Rb as an isolated structure (wB97M-V/def2-TZVPD).

Atoms and positions in Å:
O  1.816  -1.804  2.908
C  0.972  -0.928  2.604
O  0.091  -0.468  3.368
O  1.127  -0.384  1.370
O  0.277  -0.084  -1.316
C  -0.971  -0.263  -1.773
O  -1.964  0.217  -1.250
O  -0.997  -1.475  -2.356
C  0.524  1.024  -0.449
C  0.260  0.679  0.996
Rb  0.907  -2.610  6.284
H  -1.910  -1.668  -2.603
H  -0.096  1.884  -0.735
H  1.578  1.281  -0.603
H  -0.786  0.381  1.143
H  0.457  1.570  1.609
O  -0.971  1.425  -4.262
H  -0.316  1.223  -4.936

Summary:
Electronic energy   -19232.35896 eV
Relative energy (zero: lowest compared OMol25 entry of this formula, charge and spin)   2.290 eV
Molecular weight   251.55 g mol⁻¹
Largest force on an atom   3.61 eV/A
Orbital gap   1.846 eV
Total charge   -1
Multiplicity   1

=====

(6)
Entry from the OMol25 dataset: a 6-piece molecular cluster, C40H36BN3O16S overall (wB97M-V/def2-TZVPD).

Atoms and positions in Å:
C  3.012  -3.705  0.016
C  3.727  -3.851  1.195
C  3.643  -2.927  2.366
B  2.248  -3.413  3.045
N  0.961  -3.352  2.318
O  2.238  -3.935  4.339
C  4.686  -3.140  3.469
C  6.164  -2.981  3.085
O  6.946  -3.401  4.226
N  7.874  -2.349  4.572
O  7.526  -1.763  5.503
N  4.435  -2.027  4.385
C  3.960  -0.961  3.600
O  3.743  0.132  4.067
C  3.723  -1.412  2.134
S  5.093  -0.859  1.000
C  2.482  -0.768  1.542
C  2.622  0.753  1.368
O  1.321  1.383  1.543
C  1.257  1.939  2.789
O  0.433  1.595  3.619
H  3.475  -3.444  -0.928
H  1.945  -3.885  0.019
H  4.376  -4.720  1.310
H  0.370  -2.603  2.655
H  0.446  -4.193  2.575
H  1.589  -3.444  4.847
H  4.667  -4.136  3.893
H  6.450  -3.595  2.234
H  6.415  -1.950  2.885
H  3.853  -2.258  5.175
H  5.221  -1.953  0.232
H  1.618  -0.910  2.170
H  2.318  -1.165  0.546
H  3.296  1.191  2.099
H  3.023  1.011  0.403
H  1.971  2.748  2.994
O  -4.813  -0.541  -1.532
C  -3.831  -0.688  -0.828
C  -3.085  -1.964  -0.805
C  -2.012  -2.122  -0.036
C  -1.522  -1.020  0.824
O  -0.538  -1.153  1.518
C  -2.268  0.264  0.802
C  -3.342  0.418  0.034
H  -3.458  -2.752  -1.446
H  -1.451  -3.043  -0.005
H  -1.887  1.052  1.440
H  -3.905  1.344  -0.001
O  4.004  3.254  0.340
C  3.388  4.287  0.179
C  4.097  5.581  0.018
C  3.430  6.717  -0.159
C  1.946  6.740  -0.207
O  1.339  7.775  -0.372
C  1.237  5.446  -0.049
C  1.904  4.308  0.129
H  5.179  5.543  0.055
H  3.928  7.671  -0.277
H  0.155  5.484  -0.086
H  1.406  3.354  0.246
O  0.722  -2.945  -7.277
C  0.372  -3.026  -6.120
C  -0.368  -4.216  -5.623
C  -0.756  -4.306  -4.354
C  -0.461  -3.223  -3.387
O  -0.810  -3.288  -2.225
C  0.277  -2.037  -3.878
C  0.664  -1.945  -5.147
H  -0.571  -4.993  -6.349
H  -1.298  -5.162  -3.971
H  0.477  -1.265  -3.152
H  1.204  -1.087  -5.528
O  -6.680  2.972  0.467
C  -7.591  2.193  0.283
C  -7.416  1.000  -0.579
C  -8.413  0.143  -0.783
C  -9.743  0.346  -0.156
O  -10.652  -0.434  -0.338
C  -9.917  1.542  0.707
C  -8.920  2.398  0.911
H  -6.440  0.867  -1.026
H  -8.304  -0.734  -1.409
H  -10.894  1.672  1.155
H  -9.026  3.275  1.537
O  -0.618  0.654  -3.062
C  -1.271  1.679  -3.068
C  -0.614  3.007  -3.019
C  -1.328  4.130  -3.020
C  -2.813  4.099  -3.072
O  -3.461  5.120  -3.075
C  -3.468  2.767  -3.121
C  -2.752  1.646  -3.120
H  0.469  3.008  -2.981
H  -0.869  5.110  -2.983
H  -4.550  2.764  -3.157
H  -3.212  0.666  -3.156

Summary:
Electronic energy   -90794.86941 eV
SMILES   C=C[C@@]1(B(N)O)[C@@H](CON=O)NC(=O)[C@]1(S)CCOC=O.O=C1C=CC(=O)C=C1.O=C1C=CC(=O)C=C1.O=C1C=CC(=O)C=C1.O=C1C=CC(=O)C=C1.O=C1C=CC(=O)C=C1
Molecular weight   857.61 g mol⁻¹
Largest force on an atom   2.48 eV/A
Orbital gap   6.177 eV
Multiplicity   1

=====

(7)
Entry from the OMol25 dataset: a 5-piece molecular cluster, H11O5 overall (wB97M-V/def2-TZVPD).

Atoms and positions in Å:
O  0.787  0.435  0.416
H  1.015  1.125  -0.317
H  -0.140  0.639  0.813
H  0.677  -0.421  -0.096
O  -0.068  -2.024  1.657
H  0.498  -2.637  2.145
H  -0.648  -2.594  1.141
O  -0.122  -1.322  -1.504
H  -0.633  -2.096  -1.241
H  0.100  -1.481  -2.431
O  1.444  2.179  -1.477
H  1.617  1.947  -2.400
H  1.256  3.128  -1.479
O  -1.572  0.929  1.476
H  -2.182  1.516  1.008
H  -2.029  0.677  2.289

Summary:
Electronic energy   -10409.99847 eV
Relative energy (zero: lowest compared OMol25 entry of this formula, charge and spin)   0.480 eV
Molecular weight   91.08 g mol⁻¹
Largest force on an atom   1.21 eV/A
Orbital gap   12.187 eV
Total charge   +1
Multiplicity   1